{"formula": "C15H18Cl2N4OPtS2", "method": "wB97M-V/def2-TZVPD", "elements": ["Pt", "S", "C", "C", "C", "C", "C", "C", "S", "H", "H", "H", "H", "C", "C", "C", "N", "H", "H", "H", "H", "H", "C", "N", "C", "C", "C", "N", "C", "O", "N", "H", "H", "H", "H", "H", "H", "H", "Cl", "C", "Cl", "H", "H"], "xyz": [[0.059, -0.019, 0.137], [1.571, 1.361, 1.191], [3.140, 0.722, 0.727], [4.289, 1.393, 1.158], [5.550, 0.926, 0.834], [5.678, -0.231, 0.070], [4.543, -0.892, -0.362], [3.268, -0.418, -0.041], [1.859, -1.292, -0.618], [4.164, 2.293, 1.753], [6.430, 1.458, 1.173], [6.659, -0.611, -0.188], [4.624, -1.792, -0.963], [-1.343, -2.498, 4.345], [-1.504, -0.974, 4.301], [-1.454, -0.455, 2.934], [-1.397, -0.050, 1.865], [-1.479, -2.850, 5.366], [-0.349, -2.789, 4.007], [-2.081, -2.982, 3.708], [-0.707, -0.488, 4.863], [-2.453, -0.675, 4.744], [-3.342, -1.786, -3.874], [-2.731, -2.125, -2.591], [-2.856, -3.349, -2.039], [-2.197, -3.689, -0.915], [-1.350, -2.700, -0.329], [-1.302, -1.456, -0.815], [-1.941, -1.126, -1.989], [-1.865, -0.043, -2.532], [-0.592, -3.015, 0.729], [-3.991, -2.601, -4.185], [-2.570, -1.624, -4.623], [-3.915, -0.868, -3.779], [-3.505, -4.045, -2.554], [-2.289, -4.673, -0.482], [-0.452, -3.988, 0.941], [0.160, -2.359, 0.947], [-1.266, 2.375, -0.447], [-1.830, 3.045, -1.985], [-3.433, 3.795, -1.836], [-1.896, 2.229, -2.690], [-1.133, 3.809, -2.298]], "atomic_forces_ev_per_a": [[1.1, -1.5, 0.1], [-0.5, -0.3, -0.2], [0.1, 0.4, 0.2], [0.0, 0.0, 0.0], [-0.1, 0.0, 0.0], [0.0, 0.0, 0.0], [0.0, -0.1, -0.1], [0.2, -0.3, -0.2], [-0.7, 0.6, 0.0], [0.1, 0.0, 0.0], [0.0, 0.0, 0.0], [0.0, 0.0, 0.0], [0.0, 0.1, 0.0], [0.0, 0.1, 0.0], [0.0, -0.2, -0.1], [-0.1, 0.0, 0.4], [0.0, 0.4, -0.2], [0.0, 0.0, 0.0], [0.0, 0.0, 0.0], [0.0, 0.0, 0.0], [0.0, 0.1, 0.0], [0.0, 0.1, 0.0], [0.0, 0.0, 0.1], [0.0, 0.0, 0.0], [0.0, 0.0, -0.1], [0.0, 0.0, 0.1], [0.0, 0.1, -0.2], [0.6, 0.1, 0.2], [-0.2, 0.1, -0.2], [0.1, -0.1, 0.2], [-0.1, 0.1, 0.0], [0.0, 0.0, 0.0], [0.0, 0.0, 0.0], [0.0, 0.0, 0.0], [0.0, 0.0, 0.0], [0.0, 0.0, 0.0], [0.0, 0.0, 0.0], [0.0, -0.1, 0.0], [-0.3, 0.6, -0.1], [-0.1, -0.1, 0.1], [0.0, 0.0, 0.0], [0.0, -0.1, 0.0], [0.1, 0.0, 0.0]], "gap_ha": 0.243, "total_charge": 0, "e_above_lowest_ev": 1.157, "e_lumo_ev": 0.2006, "homo_ha": -0.236, "spin_multiplicity": 1, "energy_ha": -2712.79332}

{"formula": "C23H48F4I2N2O9SSi2", "method": "wB97M-V/def2-TZVPD", "elements": ["C", "C", "O", "N", "C", "C", "C", "C", "C", "Si", "O", "Si", "C", "C", "O", "C", "F", "F", "F", "N", "C", "O", "S", "O", "O", "F", "C", "I", "C", "C", "I", "H", "H", "H", "H", "H", "H", "H", "H", "H", "H", "H", "H", "H", "H", "H", "H", "H", "H", "H", "H", "H", "H", "H", "H", "C", "C", "C", "O", "H", "H", "H", "H", "H", "H", "H", "H", "C", "C", "C", "O", "H", "H", "H", "H", "H", "H", "H", "H", "C", "C", "C", "O", "H", "H", "H", "H", "H", "H", "H", "H"], "xyz": [[4.602, -0.406, -0.319], [3.810, 0.571, 0.546], [3.220, 0.129, 1.499], [3.845, 1.930, 0.234], [3.230, 2.760, 1.286], [3.220, 2.190, -1.081], [1.840, 1.518, -1.227], [0.885, 2.284, -2.136], [-0.350, 1.474, -2.581], [-1.428, 0.887, -1.142], [-3.057, 1.247, -1.414], [-3.861, 1.927, -0.156], [-4.440, 0.622, 1.071], [-3.671, 0.483, 2.398], [-2.278, 0.555, 2.276], [-4.160, 1.393, 3.518], [-3.863, 0.778, 4.671], [-5.463, 1.534, 3.509], [-3.552, 2.546, 3.561], [-5.300, 2.592, -0.894], [-6.098, 3.077, -0.096], [-6.934, 3.430, 0.652], [-2.850, 3.701, 0.670], [-3.755, 4.509, 1.405], [-2.338, 4.348, -0.488], [-1.628, 3.369, 1.592], [-1.397, -0.999, -0.846], [0.461, -1.665, 0.003], [-1.884, -1.826, -2.069], [-2.472, -3.155, -1.535], [-0.291, -2.376, -3.414], [5.618, -0.420, 0.065], [4.151, -1.381, -0.195], [4.548, -0.124, -1.368], [3.986, 2.912, 2.048], [2.293, 2.372, 1.680], [3.014, 3.732, 0.848], [3.164, 3.255, -1.285], [3.888, 1.735, -1.811], [2.002, 0.548, -1.692], [1.411, 1.415, -0.232], [1.448, 2.510, -3.046], [0.630, 3.250, -1.698], [-0.010, 0.656, -3.213], [-0.970, 2.148, -3.175], [-0.859, 1.484, 0.075], [-4.344, -0.334, 0.554], [-5.503, 0.715, 1.283], [-3.897, -0.515, 2.778], [-1.926, -0.298, 2.014], [-2.137, -1.167, -0.064], [-2.688, -1.290, -2.567], [-2.936, -3.032, -0.561], [-3.227, -3.526, -2.223], [-1.691, -3.898, -1.417], [-6.437, -5.775, 1.439], [-5.086, -5.973, 0.769], [-4.104, -6.668, 1.700], [-4.556, -4.708, 0.365], [-6.338, -5.146, 2.328], [-7.129, -5.270, 0.763], [-6.875, -6.729, 1.736], [-5.211, -6.563, -0.139], [-3.932, -6.066, 2.597], [-3.139, -6.797, 1.209], [-4.474, -7.648, 2.005], [-4.440, -4.174, 1.157], [4.063, -5.689, -2.470], [3.104, -4.603, -2.934], [3.124, -4.452, -4.448], [3.453, -3.360, -2.321], [5.090, -5.441, -2.753], [4.042, -5.778, -1.384], [3.807, -6.656, -2.905], [2.092, -4.844, -2.603], [4.120, -4.165, -4.797], [2.437, -3.664, -4.762], [2.838, -5.382, -4.942], [4.345, -3.134, -2.604], [5.304, 6.099, 1.047], [4.517, 6.187, 2.346], [4.579, 7.584, 2.943], [5.035, 5.242, 3.282], [6.361, 6.324, 1.216], [5.256, 5.088, 0.639], [4.916, 6.796, 0.302], [3.477, 5.914, 2.162], [5.612, 7.857, 3.177], [4.017, 7.626, 3.877], [4.170, 8.327, 2.257], [5.954, 5.472, 3.453]], "atomic_forces_ev_per_a": [[-0.7, 0.7, 0.0], [0.5, -0.8, -0.4], [-0.2, 0.1, 0.9], [-1.0, 0.4, 0.0], [0.4, 0.3, -0.4], [0.3, -0.9, -0.3], [0.1, 0.7, -0.2], [0.5, -0.2, -0.3], [-0.3, 0.5, 0.7], [1.4, -0.8, -1.0], [0.7, 0.6, 1.3], [-1.3, -1.4, -1.1], [0.7, 0.3, 0.4], [-0.7, -1.3, -0.5], [0.1, 0.9, -0.2], [1.3, -1.5, 0.4], [0.2, -0.4, 0.8], [-1.2, 0.5, -0.4], [0.2, 1.4, -0.4], [0.4, 0.7, 1.2], [-1.5, -0.1, 0.8], [1.4, -0.2, -1.4], [0.1, 1.6, -0.5], [-0.7, -0.4, 1.1], [1.0, -0.4, -0.9], [-0.2, -0.2, 0.0], [0.0, 0.7, -0.9], [-0.4, 0.1, 0.3], [0.1, -1.1, 1.7], [0.1, 0.2, -0.5], [-0.4, 0.4, -0.4], [0.2, 0.0, -0.2], [0.0, -0.2, 0.0], [0.4, -0.1, -0.1], [-0.3, -0.1, 0.4], [0.1, -0.2, 0.2], [0.1, 0.1, 0.0], [0.1, 0.2, 0.2], [0.0, 0.3, -0.3], [-0.1, -0.4, 0.3], [-0.1, -0.3, 0.0], [0.0, 0.2, -0.1], [-0.2, 0.0, 0.1], [-0.2, -0.1, -0.1], [-0.1, -0.2, -0.2], [-0.5, 0.2, 0.2], [0.1, 0.0, -0.2], [-0.1, 0.2, 0.0], [-0.3, 0.0, 0.1], [0.1, -0.2, 0.1], [0.0, -0.1, 0.1], [0.3, 0.2, -0.4], [-0.2, 0.2, 0.0], [0.0, -0.2, 0.0], [0.0, -0.2, 0.0], [-0.1, 0.0, -0.2], [0.0, 0.1, 0.6], [0.2, -0.1, -0.1], [0.0, -0.1, -0.3], [0.1, -0.1, 0.1], [0.0, -0.1, 0.0], [0.0, 0.0, 0.0], [0.1, 0.1, -0.1], [-0.1, 0.0, 0.0], [0.0, 0.0, 0.0], [0.0, 0.0, 0.0], [0.0, -0.1, 0.1], [-0.1, -0.1, 0.2], [0.6, 0.0, -0.3], [-0.2, 0.1, 0.0], [-0.3, 0.0, 0.2], [0.0, 0.0, -0.1], [-0.1, 0.0, 0.0], [0.0, 0.0, 0.0], [0.0, 0.2, 0.1], [0.0, -0.1, 0.1], [0.0, 0.0, 0.0], [0.0, 0.0, 0.0], [0.0, 0.0, 0.0], [-0.1, -0.1, -0.2], [0.6, 0.3, 0.0], [-0.2, 0.0, 0.1], [-0.4, -0.2, 0.0], [0.0, 0.1, 0.1], [-0.1, 0.0, 0.0], [0.0, 0.0, 0.0], [0.0, -0.1, 0.1], [0.0, 0.0, -0.1], [0.0, 0.0, 0.0], [0.0, 0.0, 0.0], [0.0, 0.0, 0.0]], "gap_ha": 0.327, "total_charge": 0, "e_lumo_ev": -0.1089, "homo_ha": -0.331, "spin_multiplicity": 1, "energy_ha": -3664.01503}

{"formula": "C3H3Br2Cl", "method": "wB97M-V/def2-TZVPD", "elements": ["C", "C", "Br", "C", "Cl", "Br", "H", "H", "H"], "xyz": [[-1.238, 0.148, -0.114], [-0.049, -0.538, 0.408], [0.182, -2.425, 0.317], [1.495, 0.370, -0.058], [2.922, -0.542, 0.084], [1.421, 2.161, 0.238], [-1.090, 0.432, -1.140], [-2.020, -0.590, -0.151], [-1.624, 0.984, 0.417]], "atomic_forces_ev_per_a": [[-0.6, -1.4, -0.5], [5.5, 2.4, -1.4], [-0.4, 0.9, 0.0], [-4.4, -4.1, 1.6], [0.0, 0.5, 0.0], [0.2, 0.9, 0.1], [0.2, 0.3, -0.5], [-0.6, -0.3, 0.1], [0.1, 0.7, 0.8]], "gap_ha": [0.290, 0.297], "total_charge": 0, "e_above_lowest_ev": 3.040, "e_lumo_ev": [-0.4151, -0.4456], "homo_ha": [-0.305, -0.314], "spin_multiplicity": 1, "smiles": "C/C(Br)=C(/Cl)Br", "energy_ha": -5724.18411}